(1)
Here is a molecular structure, C4H7HgO2 from OMol25. Energies are from the ωB97M-V functional and the def2-TZVPD basis.

Its molar mass is 287.7 g mol⁻¹. The orbital gap (spin up / spin down) comes out at 7.7891 / 7.6952 eV. As for the charge: +1. Its total energy is -12516.447 eV. Its multiplicity is 3. The value obtained for the energy above the lowest of the compared OMol25 structures with the same formula, charge and spin is 36.4 kJ/mol.

CARTESIAN COORDINATES (ANGSTROEM)
1 H -7.39729 -3.66388 -0.06557
2 O -5.51768 -3.08650 -2.54047
3 C -4.40033 -3.88786 -2.59706
4 O -3.34283 -3.19524 -2.57818
5 C -3.30885 -1.74884 -2.41232
6 H -2.24831 -1.48927 -2.39857
7 H -3.81913 -1.27854 -3.25767
8 H -3.79546 -1.48195 -1.46984
9 C -6.64618 -3.77207 -2.73290
10 C -7.74736 -2.86067 -3.05689
11 H -7.62425 -1.84029 -2.66748
12 H -7.78790 -2.81963 -4.16296
13 H -8.69810 -3.32199 -2.75556
14 Hg -5.50771 -6.16299 -3.36558

Atoms 1-3, force components in eV/Å:
-0.009 -0.023 0.071
-0.772 -0.382 0.013
0.956 0.134 -0.157

---

(2)
Here is a single C4H5NO molecule in a non-equilibrium geometry from OMol25. Energies are from the ωB97M-V functional and the def2-TZVPD basis.

Its molar mass is 83.1 g mol⁻¹. The orbital gap comes out at 10.7004 eV. As for the charge: 0. Its total energy is -7764.554 eV. The value obtained for the energy above the lowest of the compared OMol25 structures with the same formula, charge and spin is 190.3 kJ/mol.

CARTESIAN COORDINATES (ANGSTROEM)
1 C -1.37618 0.40142 -0.26579
2 C -0.05335 -0.35828 -0.55364
3 C 0.73013 -0.36052 0.68981
4 O 0.23403 -0.66641 1.74851
5 C 2.11209 0.04986 0.47780
6 N 3.05849 0.66319 0.23020
7 H -1.17626 1.08454 0.57529
8 H -2.17249 -0.25284 0.07154
9 H -1.73682 1.01936 -1.10147
10 H 0.41841 -0.09898 -1.50546
11 H 0.21022 -1.49065 -0.41645

Atoms 1-3, force components in eV/Å:
-0.101 -0.427 0.078
0.202 -0.951 0.134
0.074 0.927 0.838

---

(3)
Here is 2 unconnected molecules or ions with the total composition C4H4NO2S in a non-equilibrium geometry from OMol25. Energies are from the ωB97M-V functional and the def2-TZVPD basis.

Its molar mass is 130.1 g mol⁻¹. The orbital gap comes out at 7.2546 eV. As for the charge: -1. Its total energy is -20631.229 eV. The value obtained for the energy above the lowest of the compared OMol25 structures with the same formula, charge and spin is 280.1 kJ/mol.

CARTESIAN COORDINATES (ANGSTROEM)
1 C 1.01587 0.63632 0.45919
2 C -0.66480 -2.53473 0.41821
3 C -0.44114 1.73517 -0.75791
4 C -0.08049 -0.09379 0.41731
5 N 0.73635 1.83677 -0.15599
6 O -0.98235 0.64105 -0.32908
7 O -1.03137 2.52544 -1.50250
8 S 0.59478 -3.44120 -0.02017
9 H 1.87230 0.60321 1.00530
10 H -1.08757 -2.37640 1.29851
11 H -1.36045 -2.18976 -0.46236
12 H 1.42887 2.65793 -0.37049

Atoms 1-3, force components in eV/Å:
-0.506 0.480 0.054
-0.451 1.645 -6.142
-1.518 2.927 -1.256